Below is a cluster of 3 separate species, C5H10O in total, with properties calculated with ωB97M-V/def2-TZVPD.

CARTESIAN COORDINATES (ANGSTROEM)
C -2.909 2.779 -2.451
O -0.689 0.933 -2.262
C -2.871 1.798 -3.469
C 1.325 -2.805 2.718
C 2.255 -1.752 2.533
C 3.205 -1.334 3.498
H -2.013 2.782 -1.762
H -3.677 3.628 -2.514
H 0.203 0.616 -2.286
H -1.985 1.146 -3.270
H -3.646 1.737 -4.360
H 1.305 -3.321 3.643
H 0.684 -3.069 1.859
H 1.922 -1.017 1.805
H 3.653 -0.299 3.479
H 3.047 -1.784 4.518

**Highest occupied orbital energy**: -0.2480 Ha
**Net charge**: 0

Atomic partial charges in e from the natural (NBO) method, atoms 1 to 2:
1. C -0.45
2. O -0.91